A | Density functional theory data (ωB97M-V/def2-TZVPD) for an isolated molecule of C4H5NO2S.

Properties
* orbital gap: 8.76 eV
* SMILES: O=CN1C=COCS1

The geometry in ORCA input format:
```
! wB97M-V def2-TZVPD RIJCOSX def2/J DEFGRID3
* xyz 0 1
C 2.2175 0.4474 -0.1079
C -0.8316 -1.5029 0.4600
C -1.4809 0.6819 -0.1896
C -0.1969 1.1828 -0.3833
H 2.3781 1.6769 -0.0895
H -1.7930 -2.2576 0.1750
H -0.6310 -1.4696 1.4462
H -2.2310 1.3640 -0.0262
H -0.0325 2.1877 -0.5928
N 0.9101 0.2604 -0.4920
O 2.9490 -0.6079 0.4991
O -1.8013 -0.4616 0.1393
S 0.5435 -1.5014 -0.8384
*
```

=====

B | Density functional theory data (ωB97M-V/def2-TZVPD) for an isolated molecule of C4H5NO2S.

Properties
* orbital gap: 8.24 eV
* SMILES: C=C(/C=N\O)C(O)=S

The geometry in ORCA input format:
```
! wB97M-V def2-TZVPD RIJCOSX def2/J DEFGRID3
* xyz 0 1
C 1.0926 0.2600 0.4152
C -0.2091 -0.6233 0.2757
C -0.0369 -1.8711 -0.1725
C -1.3343 0.1489 0.8312
H 1.2801 2.0499 -2.0364
H 1.6409 -0.2057 1.2665
H -0.9611 -2.5734 -0.2149
H 0.9008 -2.3386 -0.4830
H -0.8758 1.6273 -0.4930
N 1.6395 1.1027 -0.3629
O 0.6942 1.4808 -1.3230
O -1.3404 1.4227 0.4211
S -2.4906 -0.4802 1.8760
*
```

=====

C | Density functional theory data (ωB97M-V/def2-TZVPD) for an isolated molecule of C4H5NO2S.

Properties
* orbital gap (alpha / beta): 6.29 / 6.29 eV

The geometry in ORCA input format:
```
! wB97M-V def2-TZVPD RIJCOSX def2/J DEFGRID3
* xyz 0 1
C -0.6666 -1.2169 0.2846
C 1.0944 0.1182 -0.3923
C -0.3049 0.1011 0.4777
C -1.2753 1.1608 -0.0613
N -0.9466 -2.3464 0.0654
O 1.0749 0.1056 -1.5956
O 3.6642 0.4300 -0.0281
S 2.4088 0.2430 0.7210
H -0.0032 0.2822 1.5084
H -2.2850 0.7665 -0.1345
H -0.9531 1.4705 -1.0521
H -1.2836 2.0283 0.5915
H -0.5239 -3.1428 -0.3848
*
```

=====

D | Density functional theory data (ωB97M-V/def2-TZVPD) for C4H5NO2S as an isolated structure.

Properties
* orbital gap: 9.14 eV

The geometry in ORCA input format:
```
! wB97M-V def2-TZVPD RIJCOSX def2/J DEFGRID3
* xyz 0 1
C -2.3543 1.0020 -0.6495
C -1.7084 -0.0684 -0.1661
C 2.5395 -0.7659 -0.9929
C -0.2891 -0.1011 0.2764
N 0.3638 -0.8391 1.0834
O 0.4909 0.8125 -0.3622
O 2.5097 0.9678 1.3650
S 2.0816 0.3039 0.1641
H -3.3193 0.8660 -0.9352
H -1.9051 1.9135 -0.7303
H -1.9739 -1.1573 -0.0176
H 3.4971 -1.2422 -0.6636
H 0.0674 -1.6917 1.6285
*
```

=====

Result of the stability comparison: D is the least stable of them.

=====

A | Density functional theory data (ωB97M-V/def2-TZVPD) for an isolated molecule of C4H5NO2S.

Properties
* orbital gap: 9.91 eV
* SMILES: O=C[C@@H]1CC(=O)N1S

The geometry in ORCA input format:
```
! wB97M-V def2-TZVPD RIJCOSX def2/J DEFGRID3
* xyz 0 1
C -0.3979 -0.1758 -0.5951
C 0.4028 -1.3548 -0.1352
C 1.5349 -0.3688 0.3140
C -1.6733 0.1148 0.0920
H 0.1062 2.5835 0.9340
H -0.5141 -0.0189 -1.6613
H -0.0585 -1.9032 0.7034
H 0.7095 -1.9904 -0.9541
H -2.6066 -0.2184 -0.4222
N 0.7401 0.6574 -0.1584
O 2.6109 -0.3953 0.8292
O -1.7910 0.7552 1.1336
S 0.9370 2.3147 -0.0799
*
```

=====

B | Density functional theory data (ωB97M-V/def2-TZVPD) for an isolated molecule of C4H5NO2S.

Properties
* orbital gap: 10.20 eV
* SMILES: O=C1N[C@H]2[C@H](S)[C@H]2O1

The geometry in ORCA input format:
```
! wB97M-V def2-TZVPD RIJCOSX def2/J DEFGRID3
* xyz 0 1
C 0.8840 -0.1392 0.6259
C 0.2198 0.5601 -0.3850
C -1.9021 -0.3603 0.1135
C 0.2489 -0.8984 -0.3241
H 3.0807 0.9379 -0.1182
H 0.6609 0.0105 1.6247
H 0.5056 1.2173 -1.1331
H -1.6865 1.5347 0.4065
H 0.7102 -1.2753 -1.1379
N -1.1739 0.7466 0.0352
O -3.1277 -0.4536 0.1832
O -1.0700 -1.4041 -0.0115
S 2.6499 -0.4762 0.1209
*
```

=====

Result of the stability comparison: B is the least stable of them.

=====

A | Density functional theory data (ωB97M-V/def2-TZVPD) for an isolated molecule of C5H7NO.

Properties
* orbital gap: 10.46 eV
* SMILES: C/N=C/C#CCO

The geometry in ORCA input format:
```
! wB97M-V def2-TZVPD RIJCOSX def2/J DEFGRID3
* xyz 0 1
O 3.1227 -1.3890 0.6171
C 3.0140 -0.0958 0.0602
C 1.6175 0.3576 -0.0222
C 0.4286 0.5663 -0.0565
C -0.9922 0.6847 -0.2515
C -3.1612 -0.0996 -0.1136
N -1.7781 -0.1479 0.2930
H 2.6111 -1.4132 1.4359
H 3.6335 0.6382 0.5993
H 3.4141 -0.1765 -0.9549
H -1.3480 1.4461 -0.9629
H -3.3770 -1.0285 -0.6544
H -3.4067 0.7456 -0.7799
H -3.7783 -0.0882 0.7904
*
```

=====

B | Density functional theory data (ωB97M-V/def2-TZVPD) for a 2-piece molecular cluster, C5H7NO overall.

Properties
* orbital gap: 7.92 eV

The geometry in ORCA input format:
```
! wB97M-V def2-TZVPD RIJCOSX def2/J DEFGRID3
* xyz 0 1
C -1.1722 -1.0825 1.0543
C -0.0145 -0.4678 0.8475
C 0.3065 0.7354 0.0626
N -0.6296 1.4382 -0.6188
C 1.6574 0.8918 0.1556
C 2.2335 -0.1445 0.9881
O 1.1789 -0.9229 1.3720
H -2.0954 -0.7136 0.6174
H -0.3140 -1.8842 -2.3670
H -1.2191 -1.9816 1.6588
H -0.3669 2.3279 -1.0125
H -1.6034 1.3373 -0.3790
H 2.2472 1.6748 -0.3066
H -0.2084 -1.2084 -2.0724
*
```

=====

C | Density functional theory data (ωB97M-V/def2-TZVPD) for a 2-piece molecular cluster, C5H7NO overall.

Properties
* orbital gap (alpha / beta): 7.61 / 7.79 eV

The geometry in ORCA input format:
```
! wB97M-V def2-TZVPD RIJCOSX def2/J DEFGRID3
* xyz 0 1
C 0.9133 0.8854 0.4567
C 0.7421 0.1403 -0.8806
O 1.0215 -1.2484 -0.7932
C -0.2303 -1.6952 -0.0873
C -0.1749 -1.2257 1.2666
N -0.2937 0.0951 0.9146
C -0.6961 -0.1779 -0.4206
H 1.7873 0.7183 1.0853
H 0.6646 1.9468 0.3840
H 1.0573 0.5795 -1.8284
H -0.5616 -2.6599 -0.4612
H -2.1804 2.3575 -0.7113
H -0.2172 -1.6294 2.2708
H -1.8319 1.9134 -1.1954
*
```

=====

D | Density functional theory data (ωB97M-V/def2-TZVPD) for a 3-piece molecular cluster, C5H7NO overall.

Properties
* orbital gap: 10.04 eV

The geometry in ORCA input format:
```
! wB97M-V def2-TZVPD RIJCOSX def2/J DEFGRID3
* xyz 0 1
N -2.6148 -0.7700 0.5902
C -2.6364 0.0970 1.3788
O -0.5813 -2.0095 -0.9823
C 0.5035 -1.8382 -0.4768
C 1.4672 0.9984 0.4818
C 0.7377 1.5096 -0.7283
C 0.2813 1.4651 0.7018
H -2.4096 -1.4809 -0.0925
H 1.4137 -1.7219 -1.0948
H 0.6487 -1.7869 0.6168
H 2.3860 0.5748 0.8596
H 0.3106 0.8077 -1.4521
H 1.0267 2.4644 -1.1762
H -0.5332 1.6905 1.3739
*
```

=====

Result of the stability comparison: C is the least stable of them.